One molecule with the formula C3HClF2OS at a distorted geometry, computed with ωB97M-V/def2-TZVPD.

Results
- energy relative to the best compared isomer or geometry (same formula, charge and spin) (kJ/mol) = 66.38
- LUMO (eV) = -0.38

The geometry in XYZ format:
```
9
C3HClF2OS ωB97M-V/def2-TZVPD
C 0.818 -0.314 0.154
C -0.389 0.537 -0.035
C -1.591 -0.116 -0.101
H 2.883 -0.621 0.082
O 0.880 -1.561 0.461
F -2.696 0.659 -0.251
F -1.826 -1.380 -0.175
S 2.329 0.554 -0.339
Cl -0.408 2.242 0.204
```

---

One molecule with the formula C3HClF4N2, computed with ωB97M-V/def2-TZVPD.

Results
- energy relative to the best compared isomer or geometry (same formula, charge and spin) (kJ/mol) = 0.00
- LUMO (eV) = -0.61

The geometry in XYZ format:
```
11
C3HClF4N2 ωB97M-V/def2-TZVPD
C 0.573 -1.014 0.039
C -0.399 0.142 -0.229
C 0.189 1.483 0.136
H 1.450 -0.908 -0.627
N 1.198 2.098 -0.670
N 0.063 2.611 -0.734
F 0.981 -0.940 1.319
F -1.534 -0.041 0.481
F -0.690 0.156 -1.547
F 0.223 1.717 1.459
Cl -0.192 -2.574 -0.272
```

---

One molecule with the formula C3HClFN at a distorted geometry, computed with ωB97M-V/def2-TZVPD.

Results
- energy relative to the best compared isomer or geometry (same formula, charge and spin) (kJ/mol) = 43.12
- LUMO (eV) = -0.02

The geometry in XYZ format:
```
7
C3HClFN ωB97M-V/def2-TZVPD
C -0.703 0.799 -0.027
C 0.586 0.496 -0.037
C 1.235 -0.793 0.020
H -0.950 1.819 0.076
N 2.025 -1.648 -0.004
F 1.519 1.456 0.014
Cl -1.977 -0.377 0.006
```

---

One molecule with the formula C3HClN2OS at a distorted geometry, computed with ωB97M-V/def2-TZVPD.

Results
- LUMO (eV) = -1.52

The geometry in XYZ format:
```
9
C3HClN2OS ωB97M-V/def2-TZVPD
C -0.899 -0.420 0.057
C -0.912 0.899 0.076
C 1.374 -0.510 -0.054
H -1.827 1.464 0.187
N 0.277 1.566 -0.043
N 1.347 0.890 -0.141
O 0.197 -1.179 -0.031
S 2.743 -1.354 0.008
Cl -2.300 -1.355 -0.059
```

---

C3HCoO3 as an isolated structure at a distorted geometry, computed with ωB97M-V/def2-TZVPD.

Results
- ⟨S²⟩ = 8.764
- energy relative to the best compared isomer or geometry (same formula, charge and spin) (kJ/mol) = 0.00
- total charge = +1
- LUMO (spin up / spin down) (eV) = -5.76 / -8.09
- multiplicity = 6

The geometry in XYZ format:
```
8
C3HCoO3 ωB97M-V/def2-TZVPD
H -1.012 0.059 1.663
O -2.517 0.231 -1.026
C -1.648 -0.040 -0.299
C -0.726 -0.216 0.643
O 0.522 -0.722 0.432
C 1.727 -0.185 -0.518
O 1.977 -0.659 -1.589
Co 1.677 1.530 0.693
```

---

C3HCuO2 as an isolated structure at a distorted geometry, computed with ωB97M-V/def2-TZVPD.

Results
- ⟨S²⟩ = 0.758
- energy relative to the best compared isomer or geometry (same formula, charge and spin) (kJ/mol) = 474.39
- total charge = +1
- LUMO (spin up / spin down) (eV) = -5.93 / -7.82
- multiplicity = 2

The geometry in XYZ format:
```
7
C3HCuO2 ωB97M-V/def2-TZVPD
C 1.671 0.620 -0.228
C 0.455 0.592 -0.098
Cu 3.466 0.627 -0.449
O -1.075 0.918 -0.333
C -1.192 0.035 0.603
O -1.275 -1.164 0.080
H -2.050 -1.626 0.425
```

---

One molecule with the formula C3HF2NO at a distorted geometry, computed with ωB97M-V/def2-TZVPD.

Results
- energy relative to the best compared isomer or geometry (same formula, charge and spin) (kJ/mol) = 12.26
- LUMO (eV) = 0.82

The geometry in XYZ format:
```
8
C3HF2NO ωB97M-V/def2-TZVPD
C 0.712 -0.645 0.035
C -1.310 -0.073 -0.039
C 0.703 0.707 0.058
H -2.371 -0.147 0.041
N -0.566 -1.130 0.002
O -0.641 1.127 -0.037
F 1.790 -1.426 -0.040
F 1.683 1.588 -0.021
```

---

A 3-piece molecular cluster, C3HF3NO4 overall at a distorted geometry, computed with ωB97M-V/def2-TZVPD.

Results
- energy relative to the best compared isomer or geometry (same formula, charge and spin) (kJ/mol) = 271.48
- total charge = -1
- LUMO (spin up / spin down) (eV) = 3.29 / 3.20

The geometry in XYZ format:
```
12
C3HF3NO4 ωB97M-V/def2-TZVPD
C 3.069 -0.856 0.430
C -0.857 0.813 0.071
C -1.991 -0.257 0.070
N 0.388 0.522 -0.243
O 2.735 -0.328 1.400
O 3.557 -1.383 -0.488
O 1.203 1.390 -0.592
O 0.659 -0.683 0.040
F -1.818 -1.399 0.789
F -2.420 -0.786 -1.060
F -3.026 0.290 0.682
H -1.498 2.679 -1.101
```

---

One molecule with the formula C3HF3S at a distorted geometry, computed with ωB97M-V/def2-TZVPD.

Results
- energy relative to the best compared isomer or geometry (same formula, charge and spin) (kJ/mol) = 528.80
- LUMO (spin up / spin down) (eV) = -2.86 / -2.17

The geometry in XYZ format:
```
8
C3HF3S ωB97M-V/def2-TZVPD
C 0.797 -0.952 0.090
C -1.768 -1.017 -0.905
C -2.523 -0.015 -0.020
F -3.196 -0.406 1.069
F -1.722 0.974 0.418
F -3.482 0.529 -0.776
S -0.537 -1.827 -0.043
H 0.906 0.086 -0.364
```

---

One molecule with the formula C3HF3S at a distorted geometry, computed with ωB97M-V/def2-TZVPD.

Results
- energy relative to the best compared isomer or geometry (same formula, charge and spin) (kJ/mol) = 487.71
- LUMO (spin up / spin down) (eV) = -1.39 / -1.39

The geometry in XYZ format:
```
8
C3HF3S ωB97M-V/def2-TZVPD
C 2.007 0.392 -0.141
C 0.086 0.496 0.889
C -0.898 -0.337 0.034
F -2.091 0.295 -0.125
F -0.441 -0.490 -1.308
F -1.154 -1.519 0.521
S 1.007 1.646 -0.184
H 1.485 -0.483 0.313
```

---

C3HFO2Zn as an isolated structure at a distorted geometry, computed with ωB97M-V/def2-TZVPD.

Results
- energy relative to the best compared isomer or geometry (same formula, charge and spin) (kJ/mol) = 354.35
- total charge = +2
- LUMO (spin up / spin down) (eV) = -13.03 / -13.30

The geometry in XYZ format:
```
8
C3HFO2Zn ωB97M-V/def2-TZVPD
O -1.233 -0.354 -2.053
C -1.190 0.121 -3.085
Zn -1.162 -1.231 -0.292
F 0.047 0.075 0.304
H 1.454 1.959 1.362
O 2.378 0.030 1.324
C 1.802 0.926 1.923
C 0.467 0.420 1.560
```

---

C3HGaO2 as an isolated structure at a distorted geometry, computed with ωB97M-V/def2-TZVPD.

Results
- ⟨S²⟩ = 1.762
- energy relative to the best compared isomer or geometry (same formula, charge and spin) (kJ/mol) = 0.00
- total charge = +3
- LUMO (spin up / spin down) (eV) = -19.58 / -17.55
- multiplicity = 2

The geometry in XYZ format:
```
7
C3HGaO2 ωB97M-V/def2-TZVPD
C -2.564 -0.484 0.005
H -3.495 -1.025 -0.040
C -1.545 0.164 0.072
O 0.372 1.412 0.066
C 1.413 0.889 0.039
Ga 3.620 -0.975 -0.095
O 2.198 0.019 -0.046
```

---

C3HHgO2 as an isolated structure at a distorted geometry, computed with ωB97M-V/def2-TZVPD.

Results
- energy relative to the best compared isomer or geometry (same formula, charge and spin) (kJ/mol) = 0.00
- total charge = +1
- LUMO (eV) = -7.78

The geometry in XYZ format:
```
7
C3HHgO2 ωB97M-V/def2-TZVPD
C 0.221 2.233 0.801
C 0.728 1.120 0.839
O 0.892 -0.128 0.713
C -0.819 -2.364 -1.373
O -1.627 -2.264 -2.147
H -0.151 3.222 0.991
Hg 0.756 -1.819 0.178
```

---

C3HLi2O4 as an isolated structure at a distorted geometry, computed with ωB97M-V/def2-TZVPD.

Results
- ⟨S²⟩ = 0.754
- total charge = +2
- LUMO (spin up / spin down) (eV) = -8.69 / -11.00
- multiplicity = 2

The geometry in XYZ format:
```
10
C3HLi2O4 ωB97M-V/def2-TZVPD
O 0.425 -1.430 -1.476
C 0.311 -0.223 -1.761
O -0.184 0.628 -0.789
O -0.358 -0.106 -2.844
Li 0.764 -1.915 0.511
C -0.038 0.243 0.458
C -0.158 0.922 1.574
O -0.089 1.300 2.676
Li -0.221 1.836 4.580
H -0.451 -1.255 -2.928
```

---

C3HLiO4Tb as an isolated structure at a distorted geometry, computed with ωB97M-V/def2-TZVPD.

Results
- ⟨S²⟩ = 12.723
- total charge = +3
- LUMO (spin up / spin down) (eV) = -14.57 / -14.71
- multiplicity = 7

The geometry in XYZ format:
```
10
C3HLiO4Tb ωB97M-V/def2-TZVPD
O 1.929 0.754 0.013
C 1.727 -0.593 0.124
O 0.452 -0.916 0.121
O 2.616 -1.375 -0.027
Tb 0.322 2.302 0.011
C -0.522 0.093 0.123
C -1.784 -0.200 0.177
O -2.962 -0.310 0.242
Li -4.642 -0.665 -0.551
H 2.863 0.911 -0.232
```

---

An isolated ion of composition C3HN2O2 and charge +1 at a distorted geometry, computed with ωB97M-V/def2-TZVPD.

Results
- energy relative to the best compared isomer or geometry (same formula, charge and spin) (kJ/mol) = 637.36
- total charge = +1
- LUMO (eV) = -7.11

The geometry in XYZ format:
```
8
C3HN2O2 ωB97M-V/def2-TZVPD
C -0.276 -0.379 1.146
C -1.448 -0.177 0.161
C 0.950 -0.010 0.301
N -1.499 -0.578 1.450
N 0.367 0.318 -0.929
O 2.086 0.002 0.586
O -1.037 0.201 -0.943
H 0.855 0.623 -1.773
```

---

A 2-piece molecular cluster, C3HN2O3 overall at a distorted geometry, computed with ωB97M-V/def2-TZVPD.

Results
- energy relative to the best compared isomer or geometry (same formula, charge and spin) (kJ/mol) = 79.12
- total charge = -1
- LUMO (eV) = 3.73

The geometry in XYZ format:
```
9
C3HN2O3 ωB97M-V/def2-TZVPD
C 1.946 0.078 -0.011
C -0.093 -1.123 0.027
C -2.232 0.952 -0.003
N -3.330 1.320 -0.052
N 1.159 -1.026 0.014
O 3.151 0.042 -0.077
O -1.035 0.627 0.041
O -0.961 -1.908 0.027
H 1.395 1.039 0.034
```

---

C3HN2O5 as an isolated structure at a distorted geometry, computed with ωB97M-V/def2-TZVPD.

Results
- energy relative to the best compared isomer or geometry (same formula, charge and spin) (kJ/mol) = 319.86
- total charge = -1
- LUMO (spin up / spin down) (eV) = 3.21 / 3.21

The geometry in XYZ format:
```
11
C3HN2O5 ωB97M-V/def2-TZVPD
C -0.931 -0.945 0.243
C -0.506 -1.259 -1.001
C 0.468 -0.826 -1.830
N 0.450 0.909 0.487
N 0.647 1.850 1.363
O -0.683 -2.225 -1.854
O 1.472 2.691 1.082
O 1.381 -0.740 -2.603
O -0.036 1.892 2.410
O -0.708 0.172 0.917
H -1.552 -1.519 0.786
```

---

One molecule with the formula C3HN3 at a distorted geometry, computed with ωB97M-V/def2-TZVPD.

Results
- energy relative to the best compared isomer or geometry (same formula, charge and spin) (kJ/mol) = 350.29
- LUMO (spin up / spin down) (eV) = -0.59 / -0.59

The geometry in XYZ format:
```
7
C3HN3 ωB97M-V/def2-TZVPD
C 0.275 -0.045 -0.011
C 1.089 -1.115 -0.009
C 3.327 -0.244 0.014
N 1.011 1.100 -0.012
N 2.350 -0.970 -0.008
N 2.136 1.366 0.000
H -0.789 0.010 0.002
```

---

One molecule with the formula C3HN3O at a distorted geometry, computed with ωB97M-V/def2-TZVPD.

Results
- energy relative to the best compared isomer or geometry (same formula, charge and spin) (kJ/mol) = 231.76
- LUMO (eV) = -1.47

The geometry in XYZ format:
```
8
C3HN3O ωB97M-V/def2-TZVPD
C -1.201 -1.165 1.042
C -0.787 1.259 0.734
C -0.334 -0.063 0.782
N -1.763 -2.146 0.796
N -1.196 2.346 0.741
N 1.031 -0.022 1.626
O 1.993 0.219 1.006
H 0.095 -0.359 -0.269
```

---

Taking the records one at a time from the top gives total energy values of -1248.21734 -1084.01530 -729.67844 -1157.95976 -1722.88073 -1905.29295 -444.60326 -770.06127 -812.45763 -812.47328 -2143.43648 -2188.44495 -418.30255 -430.23789 -1246.64499 -374.33371 -450.22364 -600.42936 -278.99169 -354.27874 Eh.